A gas-phase ion, C6H10NO2 (charge +1) at a distorted geometry, computed with ωB97M-V/def2-TZVPD.

Structure (XYZ):
```
19
Properties=species:S:1:pos:R:3:forces:R:3:mulliken_charge:R:1
C -0.48848 0.78037 -0.39851 -0.4 0.3 0.9 0.882
C -1.70877 0.78835 0.17140 2.4 -0.3 -1.3 -1.305
C 0.46095 1.96571 -0.28702 -1.9 -0.5 0.2 -0.508
C 3.48461 -0.07485 0.39151 -2.0 -0.1 -0.3 -0.030
C 1.92657 0.28786 0.24959 -1.9 0.8 1.5 0.327
C -0.59141 -1.63950 -0.47538 0.1 1.0 -1.3 -1.062
N 0.18894 -0.39730 -0.77145 1.3 -1.3 -0.1 -0.250
O 1.78643 1.43262 -0.39723 0.1 0.1 0.8 -0.263
O 4.04842 -1.03966 0.03782 0.2 -0.2 -0.1 -0.334
H -2.24598 -0.11077 0.21730 -1.1 -0.5 -0.1 0.329
H -2.09568 1.67600 0.57210 -0.5 1.0 0.6 0.316
H 0.22525 2.61049 -1.09839 0.7 0.8 -0.8 0.372
H 0.12988 2.48232 0.64797 1.4 -0.3 -0.4 0.355
H 3.84702 0.78973 0.95579 0.7 0.2 0.2 0.335
H 1.27815 0.20554 1.24099 1.5 -0.1 -1.8 0.331
H -1.19268 -1.73594 -1.38043 -0.3 -0.6 0.2 0.429
H 0.12831 -2.40561 -0.40617 0.5 -1.2 0.2 0.346
H -1.24515 -1.57201 0.38878 0.6 0.0 0.1 0.343
H 0.66811 -0.52616 -1.72105 -1.2 0.9 1.6 0.387
```
Positions in Å, forces in eV/Å.

Values from the calculation:
F_max	2.72	eV/A
E_HOMO	-14.02	eV
Kohn-Sham gap	9.0	eV
calculated total energy	-11958.21740	eV
net charge	+1